{
  "formula": "C12H21NO5S",
  "method": "ωB97M-V/def2-TZVPD",
  "homo_lumo_gap_ha": 0.3757,
  "smiles": "C=C[C@H]1[C@H](NCC)CCOS1(=O)=O.O=C1CCCO1",
  "largest_force_ev_per_a": 0.560,
  "e_tot_ha": -1298.9655,
  "lumo_energy_ev": 0.67,
  "elements": ["C", "C", "C", "C", "N", "C", "C", "C", "C", "O", "S", "O", "O", "H", "H", "H", "H", "H", "H", "H", "H", "H", "H", "H", "H", "H", "H", "H", "O", "C", "C", "C", "C", "O", "H", "H", "H", "H", "H", "H"],
  "coordinates": [[-2.55026, -0.01804, 2.37395], [-1.80616, 0.01850, 1.27274], [-0.49972, -0.71171, 1.17310], [-0.57339, -2.11296, 0.51383], [-1.57534, -2.97259, 1.11883], [-2.54007, -3.50682, 0.14843], [-3.56883, -4.35311, 0.87518], [0.83501, -2.71756, 0.64040], [1.81876, -1.96022, -0.23270], [1.98810, -0.61023, 0.28727], [0.66857, 0.26460, 0.22758], [0.95057, 1.48755, 0.90074], [0.20584, 0.30348, -1.12919], [-2.16930, -0.39220, 3.31864], [-3.56470, 0.35937, 2.37069], [-2.14589, 0.58822, 0.41393], [-0.05233, -0.81149, 2.16599], [-0.78335, -1.95922, -0.55163], [-2.10400, -2.44575, 1.80625], [-1.97775, -4.11654, -0.56153], [-3.03066, -2.68265, -0.38716], [-3.06461, -5.12305, 1.45829], [-4.27031, -4.81495, 0.18197], [-4.14039, -3.73653, 1.57309], [1.15723, -2.55898, 1.67341], [0.83400, -3.78396, 0.42359], [2.80439, -2.41636, -0.20877], [1.50117, -1.89718, -1.27471], [3.51018, 6.40563, -2.88518], [3.00130, 5.42996, -2.41766], [1.82476, 5.34642, -1.46192], [1.91489, 3.91903, -0.92943], [2.57617, 3.19690, -2.09576], [3.42671, 4.17823, -2.71711], [0.91271, 5.51838, -2.03713], [1.91037, 6.11233, -0.69601], [0.96554, 3.47618, -0.64615], [2.56940, 3.88967, -0.05780], [1.84865, 2.85377, -2.83456], [3.19274, 2.35385, -1.79347]],
  "forces_ev_per_a": [[0.08, 0.13, -0.15], [-0.09, 0.07, 0.22], [0.12, 0.20, 0.06], [0.32, -0.12, 0.01], [-0.14, 0.15, 0.07], [0.16, 0.05, 0.37], [0.07, 0.10, 0.05], [-0.06, 0.55, -0.05], [0.09, -0.37, -0.08], [-0.17, -0.03, 0.08], [-0.11, 0.22, -0.23], [0.16, -0.08, 0.20], [-0.03, -0.03, -0.05], [-0.07, -0.33, -0.12], [0.12, 0.28, 0.08], [-0.11, -0.39, -0.21], [-0.05, 0.00, 0.03], [-0.16, -0.03, 0.03], [0.04, -0.04, 0.04], [-0.11, 0.04, -0.13], [-0.01, -0.13, -0.20], [-0.04, -0.09, -0.05], [0.01, -0.02, 0.00], [-0.04, 0.00, -0.02], [0.04, -0.42, 0.06], [-0.03, 0.02, -0.11], [0.10, 0.18, 0.11], [-0.06, 0.05, 0.02], [0.03, -0.01, 0.04], [-0.08, 0.05, -0.08], [0.14, -0.18, 0.10], [-0.01, 0.14, -0.02], [-0.06, -0.07, 0.04], [0.02, -0.01, 0.00], [0.00, 0.04, 0.01], [-0.05, 0.08, -0.07], [-0.02, 0.00, -0.03], [-0.02, -0.04, 0.01], [-0.01, 0.01, 0.01], [0.05, 0.02, -0.03]]
}

{
  "formula": "C6H9NO2",
  "method": "ωB97M-V/def2-TZVPD",
  "homo_lumo_gap_ha": 0.3631,
  "e_above_lowest_ev": 2.431,
  "smiles": "O=C1CC[C@@H](O)[C@H]2CN12",
  "largest_force_ev_per_a": 3.877,
  "e_tot_ha": -439.1870,
  "lumo_energy_ev": 0.63,
  "elements": ["O", "C", "C", "C", "C", "O", "C", "C", "N", "H", "H", "H", "H", "H", "H", "H", "H", "H"],
  "coordinates": [[-0.86945, 2.31146, 0.60354], [-0.46154, 1.41756, -0.08577], [1.04221, 1.21290, -0.47192], [1.57409, -0.16373, -0.28702], [0.49739, -0.94319, 0.34423], [-0.02640, -0.36034, 1.50268], [-0.80887, -0.87914, -0.58115], [-2.11189, -0.45990, -0.03292], [-1.23289, 0.43640, -0.69261], [1.46851, 1.92238, 0.26325], [1.25272, 1.58785, -1.49756], [2.50649, -0.08611, 0.24271], [1.94342, -0.72934, -1.21131], [0.66128, -1.94833, 0.54025], [0.68592, -0.46186, 2.14595], [-0.86113, -1.55248, -1.48423], [-2.23701, -0.34841, 1.06838], [-3.02283, -0.95572, -0.36650]],
  "forces_ev_per_a": [[-0.06, 0.14, -0.26], [0.58, -0.44, -0.73], [-0.61, 2.83, -0.07], [1.27, -1.21, -1.58], [-3.67, -0.43, -1.17], [1.34, 0.10, 1.59], [2.37, -2.54, -0.25], [-0.88, -1.00, 3.13], [-1.35, 1.98, -1.64], [0.34, -0.35, -0.63], [-0.38, 0.00, 0.68], [0.28, -0.29, 0.94], [-0.97, 0.98, 0.72], [0.92, -2.07, 0.16], [-0.31, 0.39, 0.39], [0.42, 0.91, 0.79], [0.61, 0.11, -0.89], [0.10, 0.87, -1.17]]
}